(1)
C5H14N4 | ωB97M-V with the def2-TZVPD basis set

```
23
C5H14N4 ωB97M-V with the def2-TZVPD basis set
C 0.3017 0.8227 -0.0072
C 2.0646 -0.0741 -0.0929
C -0.4649 -1.2572 1.0241
C 2.2586 -1.0218 -1.2438
N -0.4370 -0.3070 -0.0684
C -2.1305 0.2327 -0.5608
N 0.2301 1.6753 1.1162
N -2.6023 1.4064 -0.0482
N -2.8853 -0.5481 -1.2040
H 0.2567 1.3977 -0.9321
H 0.8010 2.5048 1.0354
H 0.3541 1.2116 2.0062
H -2.0614 1.8978 0.6442
H -3.6038 1.5520 -0.1077
H -2.4377 -1.3909 -1.5483
H 2.6683 0.8291 -0.1700
H 2.1968 -0.5311 0.8853
H -1.4960 -1.5832 1.1665
H 0.1330 -2.1342 0.7663
H -0.0907 -0.8599 1.9732
H 1.6233 -1.9015 -1.1417
H 3.2923 -1.3827 -1.2980
H 2.0292 -0.5387 -2.1943
```

Values from the calculation:
- largest force on an atom (Eh/bohr) = 0.12028
- relative energy (zero: lowest compared OMol25 entry of this formula, charge and spin) (eV) = 2.7542
- LUMO level (eV) = 0.9
- frontier orbital gap (Eh) = 0.3150
- energy (a.u.) = -417.827291
- charge = 0


(2)
C4H7NO | ωB97M-V with the def2-TZVPD basis set

```
13
C4H7NO ωB97M-V with the def2-TZVPD basis set
C -2.0158 -0.5672 0.6125
C -0.5403 -0.6456 0.5256
N 0.0650 0.4695 0.5031
C 0.8643 0.5077 -0.7082
C 2.2453 0.7548 -0.2403
O 3.1022 -0.0927 -0.3083
H -2.4795 -1.0465 1.4628
H -2.3520 -1.0380 -0.3243
H -2.2534 0.4985 0.5436
H -0.0639 -1.5780 0.1761
H 0.8163 -0.4133 -1.3070
H 0.3343 1.2967 -1.2604
H 2.3606 1.7076 0.3089
```

Values from the calculation:
- largest force on an atom (Eh/bohr) = 0.02040
- relative energy (zero: lowest compared OMol25 entry of this formula, charge and spin) (eV) = 3.0426
- LUMO level (eV) = 0.8
- frontier orbital gap (Eh) = 0.3605
- SMILES = C/C=N/CC=O
- energy (a.u.) = -286.519834
- charge = 0


(3)
CH3N4Si | ωB97M-V with the def2-TZVPD basis set

```
9
CH3N4Si ωB97M-V with the def2-TZVPD basis set
C 0.3324 0.0207 -0.0679
N 2.3872 -0.4164 -0.4659
N 1.1572 -0.7342 -0.8620
N 1.1329 0.7569 0.8226
N 2.3873 0.4468 0.4932
Si -1.5115 0.0157 0.0185
H -1.8594 1.2053 -0.5947
H -1.7497 -0.3915 1.5017
H -2.2763 -0.9032 -0.8455
```

Values from the calculation:
- largest force on an atom (Eh/bohr) = 0.05661
- relative energy (zero: lowest compared OMol25 entry of this formula, charge and spin) (eV) = 0.6372
- LUMO level (eV) = 3.8
- frontier orbital gap (Eh) = 0.3148
- energy (a.u.) = -548.412569
- charge = -1


(4)
C10H16O | ωB97M-V with the def2-TZVPD basis set

```
27
C10H16O ωB97M-V with the def2-TZVPD basis set
C -0.3974 -2.5015 -1.4559
C 0.3518 -1.8854 -0.2879
C -0.3166 -1.5613 0.8815
C 0.3859 -1.0430 1.9807
C 1.6973 -0.6959 1.7663
O 2.4819 -0.2822 2.8503
C 2.3691 -0.9890 0.5875
C 1.6830 -1.5526 -0.4874
H -0.4928 -1.7715 -2.2598
H -1.3797 -2.8315 -1.1611
H 0.1003 -3.3892 -1.8458
H -1.3364 -1.9296 0.9006
H -0.1694 -0.7653 2.8661
H 2.3867 0.6670 2.9436
H 3.4487 -0.8996 0.6340
H 2.1962 -1.5967 -1.4339
C -0.6028 1.9827 0.5848
C -1.7142 2.3441 -0.3916
C -1.3544 2.0137 -1.8439
H 0.3397 1.9714 0.0284
H -0.6580 0.9696 0.9720
H -0.4939 2.6472 1.4443
H -2.6406 1.8119 -0.1619
H -1.9576 3.4064 -0.3630
H -0.3677 2.2949 -2.1497
H -1.5661 0.9829 -2.0905
H -1.9928 2.6026 -2.5076
```

Values from the calculation:
- largest force on an atom (Eh/bohr) = 0.03662
- relative energy (zero: lowest compared OMol25 entry of this formula, charge and spin) (eV) = 1.2931
- LUMO level (eV) = 0.9
- frontier orbital gap (Eh) = 0.3611
- SMILES = Cc1ccc(O)cc1.CCC
- energy (a.u.) = -465.850281
- charge = 0


(5)
C20H26AsF3N3NiOS6Sb | ωB97M-V with the def2-TZVPD basis set

```
62
C20H26AsF3N3NiOS6Sb ωB97M-V with the def2-TZVPD basis set
Ni 1.9573 0.7706 -0.7728
F -1.6072 4.3567 -1.9069
C -1.2439 4.5750 -0.6294
F -2.2985 5.1963 -0.0403
F -0.2491 5.4849 -0.6606
C -0.8654 3.3233 0.0948
C -1.5661 2.9177 1.2226
C -1.2078 1.7621 1.8947
C -0.1473 1.0185 1.4004
N 0.5111 1.4017 0.3150
C 0.2017 2.5359 -0.3546
S 1.2923 2.7499 -1.6813
H -2.3932 3.5188 1.5761
H -1.7295 1.4295 2.7797
H 0.1787 0.1022 1.8833
S -1.4659 -4.5045 0.7634
As -0.7789 -2.5693 1.1272
S 3.7007 -0.1812 -1.6142
S 2.7167 -1.1332 -0.0615
S -0.1617 -2.2996 3.1076
C 5.0742 2.9290 1.0777
C 4.2328 3.2388 2.3098
C 2.9047 2.4909 2.2779
N 3.0814 1.0630 2.4773
C 2.9720 0.4592 3.6501
S 2.5312 1.1934 5.0945
N 3.2758 -0.9038 3.6301
C 4.3168 -1.5493 2.9936
O 4.3637 -2.7581 2.9430
C 5.4855 -0.7138 2.5471
C 6.0678 -0.9415 1.3077
C 7.2182 -0.2531 0.9524
C 7.8011 0.6409 1.8400
C 7.2205 0.8643 3.0813
C 6.0580 0.1940 3.4322
H 6.0510 3.4157 1.1229
H 4.5598 3.2591 0.1722
H 5.2404 1.8555 0.9709
H 4.0205 4.3112 2.3632
H 4.7651 2.9722 3.2273
H 2.4438 2.6237 1.2978
H 2.2208 2.8512 3.0454
H 3.1583 0.4554 1.6483
H 2.6462 -1.5082 4.1414
H 5.5967 -1.6339 0.6238
H 7.6481 -0.4058 -0.0293
H 8.6982 1.1787 1.5569
H 7.6654 1.5707 3.7718
H 5.5851 0.3771 4.3907
C -1.8694 0.3616 -4.1154
Sb -1.5412 -0.3588 -2.1020
C -3.0001 -1.9460 -2.2562
C 0.1024 -1.6089 -2.6755
H -1.7857 -0.4617 -4.8267
H -1.1160 1.1176 -4.3389
H -2.8574 0.8164 -4.2020
H -2.9968 -2.3534 -3.2690
H -4.0000 -1.5838 -2.0143
H -2.7305 -2.7342 -1.5508
H -0.2679 -2.4152 -3.3104
H 0.5873 -2.0201 -1.7930
H 0.8306 -1.0076 -3.2204
```

Values from the calculation:
- largest force on an atom (Eh/bohr) = 0.00502
- relative energy (zero: lowest compared OMol25 entry of this formula, charge and spin) (eV) = 0.0000
- LUMO level (eV) = 4.3
- frontier orbital gap (Eh) = 0.2257
- energy (a.u.) = -7690.508694
- charge = -2


(6)
C2H3N3 | ωB97M-V with the def2-TZVPD basis set

```
8
C2H3N3 ωB97M-V with the def2-TZVPD basis set
C -0.6681 -2.0569 -0.5461
C 0.4364 -0.5496 -0.1992
N -1.1742 -3.0432 -0.6973
N -1.4687 0.4495 0.4170
N -0.2437 0.5805 0.2260
H 0.8164 -1.1579 0.6176
H 0.9829 -0.2011 -1.1788
H -1.8081 1.3014 0.8695
```

Values from the calculation:
- largest force on an atom (Eh/bohr) = 0.15235
- relative energy (zero: lowest compared OMol25 entry of this formula, charge and spin) (eV) = 3.6275
- LUMO level (eV) = -0.2
- frontier orbital gap (Eh) = 0.3791
- energy (a.u.) = -242.139370
- charge = 0


(7)
C32H98N8O13 | ωB97M-V with the def2-TZVPD basis set

```
151
C32H98N8O13 ωB97M-V with the def2-TZVPD basis set
C -1.7559 -27.0930 9.3329
C -2.7929 -26.0135 9.6702
C -3.5157 -26.3578 10.9976
O -4.7233 -27.0333 10.7006
C -5.3899 -27.4098 11.8800
N -2.1037 -24.7048 9.7502
H -2.3047 -28.0111 9.1139
H -1.0677 -27.2695 10.1613
H -1.2090 -26.7832 8.4424
H -3.4999 -26.0124 8.8402
H -3.7068 -25.4249 11.5379
H -2.8291 -26.9951 11.5690
H -4.9849 -28.3181 12.3462
H -6.4152 -27.6894 11.6257
H -5.4257 -26.6299 12.6456
H -1.4194 -24.7675 10.5066
H -2.8170 -24.0732 10.1097
C 8.4206 -28.9877 11.6348
C 7.8879 -28.4197 10.3235
C 8.9548 -28.4525 9.2304
O 10.1051 -27.7398 9.5950
C 10.0175 -26.3442 9.7059
N 6.6518 -29.0565 9.8606
H 8.8481 -29.9810 11.4426
H 7.6608 -29.0446 12.4071
H 9.3150 -28.4369 11.9295
H 7.6799 -27.3648 10.5733
H 8.5648 -28.0860 8.2688
H 9.2062 -29.4943 9.0170
H 9.4047 -25.8912 8.9174
H 11.0162 -25.9154 9.6552
H 9.5565 -26.0888 10.6676
H 6.4167 -28.5474 9.0047
H 5.9229 -28.7196 10.4894
C 10.2695 -17.2132 12.7167
C 9.5288 -18.4243 12.1722
C 8.0242 -18.4465 12.4251
O 7.5342 -19.7487 12.1595
C 6.1425 -19.7921 11.9290
N 9.8473 -18.6877 10.7476
H 9.7869 -16.2775 12.4188
H 11.2900 -17.1999 12.3434
H 10.2771 -17.2447 13.8081
H 9.9477 -19.2758 12.7256
H 7.5875 -17.7772 11.6708
H 7.7607 -18.1599 13.4458
H 5.5055 -19.3569 12.7059
H 5.8694 -20.8416 11.8291
H 5.8850 -19.2623 11.0040
H 10.1949 -19.6429 10.7226
H 8.9902 -18.8199 10.2099
C 9.9127 -25.1441 6.0500
C 10.6369 -23.8188 6.1515
C 11.6277 -23.6058 5.0006
O 12.2969 -22.3829 5.2400
C 13.3586 -22.1779 4.3276
N 9.6615 -22.7196 6.1878
H 8.9177 -25.1531 6.5003
H 10.5147 -25.9479 6.4695
H 9.6574 -25.3087 4.9963
H 11.2523 -23.7189 7.0492
H 11.1369 -23.5621 4.0169
H 12.3367 -24.4386 4.8901
H 14.1151 -22.9594 4.4251
H 13.7599 -21.2009 4.5943
H 13.0123 -22.1099 3.2908
H 10.0216 -21.8970 5.7206
H 8.7811 -22.9852 5.7693
C 3.7619 -30.2182 8.5343
C 4.0443 -29.7506 7.1044
C 2.7709 -29.5669 6.2764
O 2.0926 -30.7827 6.1193
C 0.9461 -30.6739 5.3178
N 4.7769 -28.4906 7.2254
H 3.3321 -29.5345 9.2694
H 4.7573 -30.4817 8.9111
H 3.2083 -31.1552 8.6402
H 4.6291 -30.5639 6.6757
H 3.0780 -29.1604 5.2988
H 2.1665 -28.7536 6.7001
H 0.6031 -31.6896 5.1239
H 1.1552 -30.2116 4.3431
H 0.1598 -30.0770 5.7934
H 4.9583 -28.0244 6.3345
H 4.2114 -27.8003 7.7153
C 1.0193 -28.5195 12.0541
C 2.0037 -29.4178 12.8260
C 1.5018 -30.8656 12.8636
O 1.3377 -31.3345 11.5506
C 1.3744 -32.7583 11.4382
N 3.3562 -29.2863 12.2805
H 0.0591 -28.5519 12.5690
H 0.8337 -28.9394 11.0634
H 1.4846 -27.5405 11.9536
H 1.9974 -29.0717 13.8614
H 0.5241 -30.8676 13.3705
H 2.1592 -31.5339 13.4356
H 0.7021 -33.1944 12.1794
H 2.4098 -33.0539 11.6302
H 1.0934 -33.0113 10.4221
H 3.4608 -29.6868 11.3475
H 3.9287 -29.9524 12.8041
C 7.3756 -27.5987 4.6586
C 6.1762 -27.6547 3.7029
C 5.8120 -29.0833 3.2983
O 4.6186 -29.1610 2.5422
C 4.8129 -28.8280 1.1877
N 5.0456 -27.0302 4.3911
H 7.4321 -26.5824 5.0550
H 8.2809 -27.7291 4.0617
H 7.3027 -28.2498 5.5273
H 6.3723 -27.1064 2.7734
H 5.6017 -29.5859 4.2484
H 6.6205 -29.6120 2.7880
H 5.4106 -29.5808 0.6603
H 5.3578 -27.8792 1.0988
H 3.8651 -28.6832 0.6743
H 4.1399 -27.2380 3.9793
H 5.0937 -26.0186 4.3973
C 5.6904 -24.5586 8.6989
C 4.8190 -23.6195 9.5363
C 3.3082 -23.8878 9.5067
O 2.9515 -25.2495 9.7367
C 1.6042 -25.5202 9.4174
N 5.3080 -23.5411 10.9148
H 5.5836 -25.5969 9.0032
H 6.7360 -24.2796 8.8462
H 5.5278 -24.4383 7.6235
H 4.7993 -22.6382 9.0502
H 2.9649 -23.6420 8.4922
H 2.7833 -23.2225 10.2002
H 1.4088 -26.5489 9.7124
H 1.3747 -25.4543 8.3461
H 0.9334 -24.7927 9.8802
H 5.0036 -24.3596 11.4302
H 6.3213 -23.5254 10.9180
O -0.1559 -24.7307 12.2261
H 0.0964 -25.3713 12.9012
H 0.4110 -23.9655 12.3903
O 4.4560 -26.5433 11.6364
H 3.9686 -27.3244 11.9633
H 3.8617 -26.1330 10.9595
O 8.0511 -22.3160 10.6206
H 7.7393 -21.8307 11.3978
H 9.0108 -22.3005 10.6933
O 3.4489 -22.4013 12.9019
H 4.0684 -22.8164 12.2596
H 3.6742 -22.7962 13.7508
O 6.7692 -26.5818 13.2210
H 6.0737 -26.6995 12.5453
H 6.6522 -27.3132 13.8350
```

Values from the calculation:
- largest force on an atom (Eh/bohr) = 0.03517
- relative energy (zero: lowest compared OMol25 entry of this formula, charge and spin) (eV) = 0.0000
- LUMO level (eV) = 0.4
- frontier orbital gap (Eh) = 0.3377
- energy (a.u.) = -2694.026284
- charge = 0


Copy entry 1 word for word.
C5H14N4 | ωB97M-V with the def2-TZVPD basis set

```
23
C5H14N4 ωB97M-V with the def2-TZVPD basis set
C 0.3017 0.8227 -0.0072
C 2.0646 -0.0741 -0.0929
C -0.4649 -1.2572 1.0241
C 2.2586 -1.0218 -1.2438
N -0.4370 -0.3070 -0.0684
C -2.1305 0.2327 -0.5608
N 0.2301 1.6753 1.1162
N -2.6023 1.4064 -0.0482
N -2.8853 -0.5481 -1.2040
H 0.2567 1.3977 -0.9321
H 0.8010 2.5048 1.0354
H 0.3541 1.2116 2.0062
H -2.0614 1.8978 0.6442
H -3.6038 1.5520 -0.1077
H -2.4377 -1.3909 -1.5483
H 2.6683 0.8291 -0.1700
H 2.1968 -0.5311 0.8853
H -1.4960 -1.5832 1.1665
H 0.1330 -2.1342 0.7663
H -0.0907 -0.8599 1.9732
H 1.6233 -1.9015 -1.1417
H 3.2923 -1.3827 -1.2980
H 2.0292 -0.5387 -2.1943
```

Values from the calculation:
- largest force on an atom (Eh/bohr) = 0.12028
- relative energy (zero: lowest compared OMol25 entry of this formula, charge and spin) (eV) = 2.7542
- LUMO level (eV) = 0.9
- frontier orbital gap (Eh) = 0.3150
- energy (a.u.) = -417.827291
- charge = 0


> Number 7 is which compound?

C32H98N8O13